{
  "formula": "C22H49BNO5S",
  "method": "wB97M-V/def2-TZVPD",
  "spin_multiplicity": 1,
  "e_above_lowest_kj_mol": 0.0,
  "orbital_gap_ev": 6.0446,
  "fmax_ev_per_a": 0.70,
  "lumo_ev": 2.4088,
  "e_tot_ha": -1721.5825,
  "charge": -1,
  "species": ["C", "N", "C", "B", "S", "H", "H", "H", "H", "H", "H", "H", "H", "H", "C", "C", "C", "O", "C", "H", "H", "H", "H", "H", "H", "H", "H", "C", "C", "C", "O", "C", "H", "H", "H", "H", "H", "H", "H", "H", "C", "C", "C", "O", "C", "H", "H", "H", "H", "H", "H", "H", "H", "C", "C", "C", "O", "C", "H", "H", "H", "H", "H", "H", "H", "H", "C", "C", "C", "O", "C", "H", "H", "H", "H", "H", "H", "H", "H"],
  "coordinates": [[2.143, 2.831, 1.780], [1.689, 4.171, 2.141], [0.222, 4.340, 1.943], [-0.753, 3.310, 2.782], [-2.193, 2.675, 1.613], [1.714, 2.477, 0.835], [3.225, 2.860, 1.664], [1.921, 2.117, 2.563], [2.139, 4.787, 1.471], [-0.032, 5.352, 2.253], [0.013, 4.286, 0.866], [-1.298, 3.878, 3.718], [-0.181, 2.340, 3.232], [-2.332, 3.664, 0.718], [6.445, 3.176, -2.154], [7.423, 2.777, -1.053], [6.604, 3.059, 0.201], [5.242, 2.832, -0.152], [5.119, 2.709, -1.567], [6.661, 2.723, -3.121], [6.441, 4.262, -2.278], [7.652, 1.711, -1.122], [8.362, 3.329, -1.076], [6.715, 4.101, 0.522], [6.868, 2.411, 1.037], [4.923, 1.659, -1.812], [4.269, 3.304, -1.902], [-6.447, 3.959, -1.074], [-5.409, 3.559, -2.119], [-4.520, 4.795, -2.157], [-4.553, 5.353, -0.847], [-5.590, 4.734, -0.081], [-6.956, 3.112, -0.615], [-7.202, 4.612, -1.521], [-4.839, 2.697, -1.769], [-5.835, 3.317, -3.093], [-4.904, 5.538, -2.868], [-3.486, 4.566, -2.418], [-5.131, 4.061, 0.650], [-6.146, 5.506, 0.453], [-1.151, -0.928, 0.672], [-1.207, -2.452, 0.606], [0.220, -2.825, 0.975], [0.696, -1.814, 1.859], [-0.217, -0.696, 1.850], [-2.118, -0.452, 0.811], [-0.706, -0.529, -0.243], [-1.902, -2.833, 1.361], [-1.512, -2.837, -0.363], [0.865, -2.844, 0.087], [0.290, -3.798, 1.471], [-0.767, -0.686, 2.795], [0.343, 0.234, 1.771], [2.698, -4.999, 3.239], [2.271, -6.214, 4.058], [1.883, -7.199, 2.963], [2.718, -6.907, 1.842], [3.382, -5.655, 2.050], [3.351, -4.314, 3.777], [1.822, -4.441, 2.909], [3.117, -6.601, 4.631], [1.455, -6.010, 4.750], [0.837, -7.068, 2.665], [2.031, -8.241, 3.255], [4.440, -5.853, 2.258], [3.314, -5.059, 1.139], [-3.733, -2.585, -4.546], [-3.631, -4.093, -4.339], [-2.635, -4.178, -3.189], [-2.829, -3.001, -2.405], [-3.650, -2.071, -3.115], [-4.644, -2.271, -5.054], [-2.879, -2.227, -5.126], [-4.598, -4.496, -4.031], [-3.301, -4.638, -5.223], [-1.603, -4.189, -3.557], [-2.786, -5.055, -2.558], [-4.638, -2.047, -2.643], [-3.208, -1.078, -3.041]],
  "atomic_forces_ev_per_a": [[0.3, 0.4, 0.0], [-0.2, -0.1, -0.2], [0.2, -0.4, 0.2], [0.1, 0.6, 0.2], [-0.3, -0.6, -0.2], [-0.1, -0.2, -0.1], [0.1, -0.1, -0.1], [-0.2, -0.1, 0.1], [0.1, 0.1, 0.2], [0.1, 0.3, 0.0], [-0.1, -0.1, -0.2], [0.1, 0.1, 0.0], [-0.1, -0.2, -0.2], [0.1, 0.1, 0.1], [0.0, 0.1, 0.0], [0.0, -0.1, 0.0], [-0.1, 0.1, 0.0], [0.1, 0.0, 0.0], [0.0, -0.1, 0.0], [0.0, 0.0, 0.0], [0.0, 0.0, 0.0], [0.0, 0.0, 0.0], [0.0, 0.0, 0.0], [0.1, 0.0, 0.0], [0.0, 0.0, 0.0], [0.0, 0.0, -0.1], [0.0, 0.0, 0.0], [-0.1, 0.1, -0.1], [0.0, -0.1, 0.0], [0.0, 0.1, 0.0], [-0.1, 0.1, -0.1], [0.1, -0.2, 0.1], [0.0, 0.0, 0.0], [0.0, 0.0, 0.0], [0.0, 0.0, 0.0], [0.0, 0.0, 0.0], [0.0, 0.0, 0.0], [0.0, 0.0, 0.0], [0.0, 0.0, 0.0], [0.0, 0.0, 0.0], [0.0, -0.1, -0.1], [0.0, 0.0, 0.1], [0.1, 0.1, 0.0], [-0.1, -0.1, 0.0], [-0.1, 0.0, 0.0], [0.0, 0.1, 0.0], [0.0, 0.0, 0.0], [0.0, 0.0, 0.0], [0.0, 0.0, 0.0], [0.0, -0.1, 0.0], [0.0, 0.0, 0.0], [0.0, 0.0, 0.0], [0.0, 0.0, 0.0], [-0.1, 0.0, 0.0], [0.1, 0.0, 0.0], [-0.1, 0.0, -0.1], [0.0, 0.0, 0.0], [0.1, 0.0, 0.0], [0.0, 0.0, 0.0], [0.0, 0.1, 0.0], [0.0, 0.0, 0.0], [0.0, 0.0, 0.0], [0.0, 0.0, 0.0], [0.0, 0.0, 0.0], [0.0, 0.0, 0.0], [0.0, 0.0, 0.0], [0.1, 0.0, 0.0], [-0.1, 0.0, 0.0], [0.1, 0.1, 0.0], [0.0, -0.1, -0.1], [0.0, 0.0, 0.1], [0.0, 0.0, 0.0], [0.0, 0.0, 0.0], [0.0, 0.0, 0.0], [0.0, 0.0, 0.0], [0.0, 0.0, 0.0], [0.0, 0.0, 0.0], [0.0, 0.0, 0.0], [0.0, 0.0, 0.0]]
}